(1)
24
Properties=species:S:1:pos:R:3:forces:R:3:mulliken_charge:R:1 method="wB97M-V/def2-TZVPD" charge=0 homo_lumo_gap_ev=9.97 lumo_energy_ha=0.0288 e_homo_ev=-9.19 max_force_ev_per_a=6.77 total_energy_ha=-496.96663 de_lowest_kcal_mol=57.0 smiles="CNC(C)=O.CNC(C)=O"
O -0.1677 1.1349 0.9118 -1.862 0.760 -1.211 -0.56
O -0.1483 -2.0620 -1.9268 0.425 2.225 -0.518 -0.67
N 1.8499 0.5205 1.5630 -0.083 -0.730 1.976 -0.17
N -1.8052 -0.5728 -1.5870 1.455 -2.058 -0.331 -0.20
C 0.2752 0.2343 -2.4659 2.837 2.070 -0.860 -1.14
C 2.3707 0.6926 0.2591 -0.856 2.143 -2.533 -0.70
C 0.0715 0.6625 3.3158 -2.326 0.448 -0.053 -1.06
C -2.6882 -1.5408 -0.9347 2.455 -2.616 -3.401 -0.91
C -0.4856 -0.8615 -2.0025 -3.768 -5.245 2.017 0.92
C 0.4967 0.7652 1.8272 1.987 -0.821 1.226 0.64
H -3.6911 -1.3539 -1.0862 -2.138 1.494 0.319 0.45
H -0.8106 1.3788 3.6218 1.942 -0.989 -1.080 0.26
H -1.9699 0.3503 -1.4368 -0.701 3.037 0.613 0.21
H -0.1269 1.1444 -2.1180 -0.663 1.178 0.666 0.37
H 1.3053 0.2161 -2.0155 -0.982 -0.344 -1.323 0.47
H 2.2089 1.7631 -0.0721 0.741 -0.370 0.846 0.29
H -0.3325 -0.3077 3.6956 0.670 0.365 -0.845 0.27
H 3.4770 0.4886 0.1400 -1.646 -0.328 0.130 0.37
H -2.6632 -2.4194 -1.7374 0.489 0.940 2.325 0.25
H 1.6096 0.3644 -0.5088 1.579 -1.071 1.109 -0.28
H -2.4282 -1.8401 0.0797 0.100 -0.034 -0.200 0.24
H 0.2866 0.3938 -3.5496 0.262 -0.681 0.084 0.36
H 0.9485 0.9121 3.8564 0.625 0.243 0.936 0.34
H 2.4174 -0.0633 2.1709 -0.541 0.386 0.107 0.24

---

(2)
50
Properties=species:S:1:pos:R:3:forces:R:3:mulliken_charge:R:1 method="wB97M-V/def2-TZVPD" charge=0 homo_lumo_gap_ev=8.76 lumo_energy_ha=0.0025 e_homo_ev=-8.69 max_force_ev_per_a=2.75 total_energy_ha=-1929.44828 de_lowest_kcal_mol=21.3
Ir -0.3491 -0.4862 -0.1646 2.002 0.758 -0.572 2.84
P -2.6621 -0.9220 -2.3019 0.167 -0.274 0.415 1.52
O 0.7302 -0.7305 -1.9258 -0.140 -0.199 -0.354 -0.82
O -1.6975 -1.5079 -1.2493 -0.933 -0.186 0.020 -0.80
O -0.8254 -0.0655 1.7347 -2.069 -1.702 0.643 -0.86
O 2.1576 -2.1234 -2.9448 -0.009 0.241 -0.202 -0.85
O 3.3906 -4.2784 -2.2773 0.299 -0.557 0.359 -0.55
O 3.5091 -5.6435 -0.5257 0.062 -0.043 0.089 -0.60
O 1.3344 0.5645 0.5422 0.357 0.208 0.175 -0.82
O -1.0927 3.0918 -1.7005 -0.112 -0.074 0.172 -0.69
O -2.2389 1.5416 2.4170 -0.154 0.188 0.137 -0.69
O -1.4449 1.1230 -0.7286 0.041 -0.020 -0.187 -0.68
N 0.7825 -3.0035 1.2417 0.092 0.043 0.020 -0.39
N 0.6811 -2.1620 0.2142 -0.110 -0.102 0.118 0.06
C 2.7109 2.4348 0.3949 0.011 -0.203 0.071 -1.06
C -3.2586 -2.3662 -3.1812 -0.007 0.024 -0.069 -1.25
C -4.0898 -0.1271 -1.5731 -0.056 -0.041 -0.098 -1.28
C 2.1079 -3.7782 -0.3289 0.071 -0.121 0.064 0.28
C 0.2011 2.5727 0.2280 -0.009 0.016 0.022 0.02
C 1.4650 1.8060 -0.2135 0.185 0.549 -0.115 -0.42
C 0.0140 2.0607 1.7029 0.058 0.848 -0.132 -0.18
C 1.2686 1.2043 1.8653 0.155 0.335 0.349 0.00
C 3.0729 -4.6505 -1.0471 0.020 -0.078 -0.296 0.37
C -0.8654 2.2891 -0.8175 -0.201 0.142 0.059 0.00
C 1.4726 -1.7785 -1.9901 -0.221 0.139 0.128 0.86
C -1.9484 0.1685 -3.5261 -0.044 -0.182 -0.100 -1.16
C 1.4623 -2.6093 -0.7480 -0.063 0.126 0.018 -0.04
C 1.6473 -3.9951 0.9527 -0.039 -0.001 0.006 -0.33
C -1.1879 1.1727 1.9711 0.375 0.014 -0.327 -0.04
C 2.5363 2.0620 1.8903 0.022 -0.237 -0.239 -1.04
H -3.7729 0.7905 -1.0892 0.021 0.063 0.079 0.31
H 1.8820 -4.7842 1.6457 -0.006 0.004 0.009 0.55
H 1.5123 1.5798 -1.2751 0.022 -0.083 0.028 0.66
H 3.3832 1.4854 2.2583 0.014 0.024 -0.007 0.36
H -1.8386 1.1721 -3.1332 0.062 0.156 0.096 0.27
H 2.7507 3.5071 0.2169 -0.040 -0.010 -0.035 0.41
H -4.8238 0.0972 -2.3496 0.017 -0.006 0.009 0.42
H 0.2707 -2.8119 2.0895 -0.037 -0.015 -0.025 0.21
H 2.9409 -3.4408 -2.5567 -0.127 0.267 -0.215 0.44
H 3.6059 1.9808 -0.0281 0.016 0.017 0.027 0.37
H 0.3539 3.6474 0.2199 0.158 0.035 -0.072 0.82
H -2.4173 -2.8496 -3.6774 -0.006 -0.005 -0.003 0.36
H 2.4108 2.9305 2.5341 -0.058 -0.021 0.017 0.38
H 1.1934 0.4431 2.6324 0.088 0.024 -0.061 0.65
H -0.0254 2.9197 2.3749 0.112 -0.084 0.006 0.58
H -3.6996 -3.0627 -2.4700 -0.003 0.000 0.010 0.35
H -4.0027 -2.0818 -3.9247 -0.010 -0.013 -0.012 0.40
H -2.6188 0.1799 -4.3870 0.010 0.013 -0.045 0.47
H -0.9754 -0.2223 -3.8246 0.002 0.011 0.018 0.30
H -4.5335 -0.7996 -0.8388 0.013 0.012 0.004 0.33

---

(3)
21
Properties=species:S:1:pos:R:3:forces:R:3:mulliken_charge:R:1 method="wB97M-V/def2-TZVPD" charge=+1 homo_lumo_gap_ev=9.02 lumo_energy_ha=-0.1216 e_homo_ev=-12.33 max_force_ev_per_a=4.82 total_energy_ha=-403.51402 de_lowest_kcal_mol=98.0
O -0.9639 -0.2911 -0.7426 -0.469 0.336 0.762 -0.52
N 1.7579 0.6237 -0.4925 -3.288 -0.411 -1.862 0.07
C 2.0567 -0.7859 -0.1524 -0.534 0.962 -1.392 0.35
C 2.2215 1.6506 0.3892 0.413 1.024 2.397 -0.76
C 1.6523 -1.5424 0.8075 0.397 -1.446 1.860 -0.62
C -2.9627 0.0964 0.6146 -1.862 -1.689 -2.537 -0.56
C 2.6211 -0.2374 -1.3589 -3.256 -1.710 -2.170 -0.39
C -4.2487 -0.4445 0.0455 -1.161 0.286 -1.935 -0.94
C -1.8914 -0.1094 -0.0285 2.343 -0.340 -1.931 0.71
H -3.0115 0.3821 1.5513 0.278 1.708 4.494 0.44
H -4.6939 -1.2994 0.5949 0.606 0.454 -0.242 0.28
H 3.2335 1.9702 0.0158 -1.212 0.403 0.691 0.30
H -5.0289 0.3725 0.0321 0.841 -0.837 -0.040 0.29
H -4.0516 -0.7391 -1.0395 -0.612 0.199 1.425 0.29
H 0.9827 -1.1115 1.5704 0.314 -0.403 -0.472 0.24
H 2.0965 -2.5549 1.0071 -0.723 1.100 -0.467 0.27
H 0.7925 0.9087 -0.9190 1.973 -1.491 0.848 0.40
H 1.3635 2.4204 0.4507 1.996 -0.771 -0.186 0.31
H 3.5933 0.0452 -1.3677 2.957 0.843 -0.126 0.32
H 2.1648 -0.5350 -2.4258 0.961 0.769 2.654 0.23
H 2.3165 1.1810 1.4478 0.039 1.014 -1.772 0.30